142
Properties=species:S:1:pos:R:3 method="wB97M-V/def2-TZVPD" smiles="COC[C@H](C)N.COC[C@H](C)N.COC[C@H](C)N.COC[C@H](C)N.COC[C@H](C)N.COC[C@H](C)N.NC(N)=O.NC(N)=O.NC(N)=O.NC(N)=O.NC(N)=O" homo_lumo_gap_ev=8.546 total_energy_ev=-77832.432 homo_energy_ev=-8.61
C 3.0252 -5.8215 -2.4065
C 1.5484 -5.4906 -2.2795
C 1.2949 -3.9905 -2.1659
O 1.8762 -3.5049 -0.9939
C 2.1606 -2.0895 -1.0021
N 0.7529 -6.0935 -3.3691
H 3.1877 -6.8974 -2.4052
H 3.5956 -5.3859 -1.5832
H 3.4314 -5.3477 -3.3042
H 1.1965 -5.8681 -1.3083
H 0.1988 -3.8477 -2.0908
H 1.5802 -3.4463 -3.0780
H 1.1987 -1.5825 -1.0856
H 2.8706 -1.9249 -1.8149
H 2.6744 -1.8775 -0.0692
H 0.4189 -6.9971 -3.0636
H -0.0357 -5.4659 -3.4929
C -4.5923 1.5977 -3.5195
C -4.7837 2.3669 -2.1968
C -4.4696 1.5409 -0.9628
O -5.3841 0.4779 -0.9496
C -5.2804 -0.3750 0.1428
N -3.9913 3.6211 -2.2289
H -5.3259 0.7982 -3.6492
H -3.5861 1.1765 -3.4458
H -4.7260 2.2283 -4.3963
H -5.8183 2.7118 -2.0993
H -4.4595 2.1622 -0.0621
H -3.4618 1.1212 -1.1188
H -6.0831 -1.1092 0.2002
H -5.2285 0.1736 1.0928
H -4.3713 -0.9984 0.1553
H -4.1157 4.0134 -3.1574
H -2.9982 3.3749 -2.2587
C 2.8463 -1.0963 4.7781
C 3.9344 -0.0675 4.5157
C 3.3974 1.2954 4.0565
O 2.6708 1.0699 2.8500
C 1.5313 1.8740 2.7334
N 4.8061 0.1653 5.7087
H 3.1546 -2.1381 4.7668
H 2.0395 -0.9723 4.0505
H 2.3371 -0.8623 5.7192
H 4.6018 -0.2987 3.6815
H 4.2537 1.9260 3.7920
H 2.8101 1.8190 4.8187
H 1.1156 1.7460 1.7291
H 1.6956 2.9515 2.8843
H 0.7517 1.5985 3.4539
H 4.4220 0.9740 6.1924
H 4.6335 -0.6057 6.3455
C -2.7346 5.8646 2.4985
C -2.1478 5.5729 1.1291
C -1.5254 4.1895 1.0278
O -0.9256 3.9647 -0.2505
C 0.4145 4.4130 -0.3186
N -3.2825 5.6541 0.1850
H -3.5370 5.1654 2.7331
H -3.1757 6.8627 2.5463
H -1.9833 5.9145 3.2929
H -1.5128 6.3797 0.7550
H -2.3209 3.4346 1.0449
H -0.8732 3.8497 1.8455
H 1.0526 3.7703 0.3073
H 0.5140 5.4162 0.1097
H 0.7762 4.3710 -1.3426
H -2.9884 5.4966 -0.7734
H -3.9141 4.8687 0.3268
C 6.6206 1.3180 -3.4911
C 5.5914 0.4652 -2.7642
C 4.5788 1.3078 -2.0057
O 3.8464 0.4602 -1.1721
C 2.8100 1.0341 -0.4188
N 4.8169 -0.2299 -3.8453
H 7.2454 1.8170 -2.7460
H 6.2047 2.0291 -4.1982
H 7.2768 0.6319 -4.0322
H 5.9853 -0.2934 -2.0858
H 4.0210 1.9294 -2.7191
H 5.1445 2.0446 -1.4070
H 1.9053 1.2990 -0.9823
H 3.2270 1.8289 0.2059
H 2.4010 0.2744 0.2543
H 5.4652 -0.7805 -4.4014
H 4.2168 -0.9143 -3.3890
C 0.7254 -1.9472 -3.4922
C 1.0962 -0.4590 -3.4358
C 1.5072 0.0929 -4.7890
O 0.3727 0.2142 -5.6305
C 0.7114 0.7976 -6.8485
N -0.0915 0.2533 -2.8921
H -0.1245 -2.1417 -4.1472
H 0.4393 -2.2426 -2.4821
H 1.5937 -2.5000 -3.8519
H 1.8421 -0.3112 -2.6545
H 2.3591 -0.4118 -5.2546
H 1.9085 1.1088 -4.6453
H 1.5757 0.3592 -7.3579
H 0.9279 1.8780 -6.8028
H -0.1524 0.7593 -7.5153
H -0.8514 0.1033 -3.5541
H 0.1115 1.2503 -2.9716
C -1.9699 2.7670 4.9038
O -0.7673 2.6785 5.1030
N -2.8769 3.0755 5.8850
N -2.5129 2.5232 3.6774
H -2.4857 3.5021 6.7086
H -3.8376 3.3045 5.7095
H -2.0056 1.9760 2.9937
H -3.5172 2.4940 3.6738
C -1.0650 -1.3236 5.6524
O -0.9647 -2.3935 6.2636
N -0.8339 -1.1911 4.3231
N -1.3812 -0.1456 6.2511
H -0.6577 -2.0462 3.8325
H -1.1016 -0.3583 3.8266
H -1.7253 -0.0995 7.1893
H -1.3615 0.6790 5.6828
C -1.4402 -0.0106 0.8481
O -1.8082 0.1680 2.0135
N -1.4919 -1.2607 0.2858
N -0.7862 0.9089 0.0952
H -1.7343 -2.0085 0.9144
H -1.4219 -1.4263 -0.7009
H -0.8293 1.8740 0.3790
H -0.5511 0.5790 -0.8281
C -3.2780 -4.2827 -0.9358
O -2.3695 -3.6656 -0.3746
N -3.1601 -4.7064 -2.2177
N -4.3629 -4.7431 -0.2484
H -3.7727 -5.3510 -2.6791
H -2.3903 -4.3273 -2.7392
H -4.4562 -4.4308 0.7003
H -5.1553 -5.0697 -0.7703
C 0.2001 -4.0469 2.5420
O 1.3086 -3.9094 3.0496
N -0.9192 -4.1767 3.3262
N -0.0334 -4.0176 1.2091
H -1.8333 -4.4730 3.0439
H -0.8230 -3.9195 4.3021
H 0.7178 -3.9845 0.5364
H -0.9902 -4.0045 0.8694


155
Properties=species:S:1:pos:R:3 method="wB97M-V/def2-TZVPD" homo_lumo_gap_ev=8.469 total_energy_ev=-91511.851 homo_energy_ev=-8.80
C -4.7366 -0.3016 -1.6121
O -4.8793 -1.0946 -0.4432
H -4.3263 -0.8136 -2.4826
H -5.6393 0.2861 -1.7868
H -3.9853 0.4541 -1.3594
H -5.2172 -1.9725 -0.6344
C -4.6362 6.5937 2.5138
O -5.6865 7.1327 2.1406
N -3.8690 7.1518 3.5049
N -4.2402 5.3584 2.1455
H -3.8602 8.1563 3.5010
H -3.0612 6.6250 3.8074
H -4.7272 4.7919 1.4771
H -3.3420 5.0614 2.5195
C 2.2349 1.5317 5.1014
O 1.2796 2.0074 5.7406
N 3.4839 1.9769 5.2940
N 2.1080 0.4497 4.2920
H 4.2245 1.5159 4.8017
H 3.5872 2.6719 6.0107
H 2.9054 -0.0042 3.8913
H 1.1865 0.1181 4.0514
C 3.9714 -0.0184 0.1440
O 3.1750 0.5021 0.9315
N 5.0895 -0.6894 0.5436
N 3.8169 0.0559 -1.1855
H 5.3327 -0.7987 1.5096
H 5.5554 -1.2949 -0.1081
H 4.4018 -0.3412 -1.8977
H 3.0889 0.6604 -1.5871
C -6.9366 2.5853 0.4399
O -6.6761 2.5679 -0.7591
N -6.7726 1.5756 1.3277
N -7.4252 3.7366 1.0134
H -6.9939 1.7580 2.2852
H -6.2128 0.8185 0.9642
H -7.6879 4.5161 0.4381
H -7.8014 3.7384 1.9442
C 0.3715 -4.3622 2.4374
O -0.7233 -4.5506 2.9687
N 1.1558 -3.3041 2.6935
N 0.8649 -5.1882 1.4560
H 1.9998 -3.1907 2.1613
H 0.8243 -2.6030 3.3440
H 0.5626 -6.1421 1.4017
H 1.6348 -4.8655 0.8802
C -1.5502 -1.4089 4.6804
O -0.3412 -1.4399 4.4200
N -2.3930 -2.4106 4.3284
N -2.1185 -0.4291 5.4239
H -1.9515 -3.0937 3.7262
H -3.3679 -2.4590 4.5435
H -1.5522 0.3350 5.7478
H -3.0686 -0.5479 5.7148
C 3.0550 -4.0190 -3.5907
O 2.3845 -4.9660 -3.2008
N 2.8406 -2.7144 -3.2844
N 4.1384 -4.1145 -4.4185
H 3.4901 -2.0757 -3.6951
H 2.1465 -2.4748 -2.5982
H 4.4441 -5.0341 -4.6809
H 4.6737 -3.3070 -4.6651
C -1.2636 3.9808 4.4077
O -2.0831 4.6315 3.7341
N -1.1732 4.0948 5.7510
N -0.5712 2.9417 3.9052
H -1.8551 4.6308 6.2542
H -0.5418 3.5015 6.2631
H 0.1192 2.4598 4.4832
H -0.5692 2.7478 2.9174
C 2.1010 0.9151 -4.5754
C 2.0962 2.2388 -3.7963
C 1.1640 3.3398 -4.3761
O 1.5830 3.6258 -5.6912
C 0.6361 4.4655 -6.3331
N 1.8898 1.9999 -2.3778
H 2.6955 0.0432 -4.2809
H 2.3985 1.0618 -5.6163
H 1.1293 0.4103 -4.6455
H 3.1098 2.6388 -3.8684
H 1.2618 4.2266 -3.7423
H 0.1342 2.9689 -4.3372
H 0.4481 5.3265 -5.6856
H -0.2859 3.8746 -6.4217
H 0.8940 4.7365 -7.3535
H 1.0217 1.5583 -2.0611
H 1.9320 2.8200 -1.7831
C -0.1283 -1.6384 -0.2860
C -0.8357 -0.3509 0.1166
C -0.8175 -0.0780 1.6044
O -1.4871 1.1619 1.8155
C -2.9316 1.0510 1.8826
N -0.0429 0.6955 -0.5707
H 0.0919 -1.7482 -1.3452
H -0.7628 -2.4855 0.0116
H 0.7404 -1.8681 0.3412
H -1.8540 -0.4172 -0.2692
H 0.1944 0.0087 1.9937
H -1.4172 -0.8628 2.0791
H -3.4156 0.3699 1.1815
H -3.4894 1.9773 1.7467
H -3.0285 0.7458 2.9266
H 0.9364 0.6367 -0.2840
H -0.2607 1.6300 -0.2205
C -2.7262 -4.6202 -1.5695
C -2.7214 -4.0719 -2.9983
C -1.2533 -3.9501 -3.4620
O -1.3359 -3.5904 -4.8472
C -0.0701 -3.2176 -5.3508
N -3.5171 -4.9594 -3.8450
H -2.0841 -3.9683 -0.9778
H -2.4346 -5.6673 -1.5864
H -3.7439 -4.5000 -1.1960
H -3.2316 -3.1186 -3.1528
H -0.7854 -4.9377 -3.3880
H -0.6891 -3.2205 -2.8762
H 0.6762 -3.9673 -5.0702
H 0.2864 -2.2434 -4.9963
H -0.1362 -3.1542 -6.4368
H -3.4053 -4.8167 -4.8427
H -3.1984 -5.9220 -3.7454
C 1.5520 4.2589 0.2689
C 0.6680 5.4141 -0.1933
C -0.7888 5.0493 -0.1478
O -0.9030 3.8355 -0.8501
C -2.2432 3.3833 -0.8812
N 1.0463 6.5783 0.6100
H 1.6371 4.1382 1.3490
H 2.5534 4.4630 -0.1229
H 1.2459 3.2837 -0.0973
H 0.9020 5.7334 -1.2181
H -1.4387 5.8471 -0.5385
H -1.1804 4.9340 0.8754
H -2.4102 2.3367 -1.1395
H -2.7658 3.9686 -1.6435
H -2.7067 3.4868 0.1044
H 0.4828 7.4132 0.4895
H 1.9733 6.9005 0.3589
C 4.8823 -4.2472 1.6713
C 4.3051 -4.5737 0.2922
C 4.0269 -6.0616 0.0680
O 5.1016 -6.9485 0.4001
C 6.2742 -6.6174 -0.3172
N 3.1257 -3.7008 0.1023
H 5.6733 -4.9179 2.0047
H 4.0446 -4.2767 2.3743
H 5.2682 -3.2439 1.8732
H 5.0338 -4.3766 -0.5068
H 3.6543 -6.2277 -0.9478
H 3.2241 -6.3642 0.7452
H 7.0132 -7.3779 -0.0658
H 6.6738 -5.6193 -0.1321
H 6.0890 -6.7140 -1.3958
H 3.5231 -2.7642 0.0476
H 2.8217 -3.8365 -0.8631


147
Properties=species:S:1:pos:R:3 method="wB97M-V/def2-TZVPD" homo_lumo_gap_ev=8.110 total_energy_ev=-87770.144 homo_energy_ev=-7.80
C 0.5725 2.1823 -3.6488
P -0.3105 0.5182 -3.6967
C -0.0917 -0.0952 -5.4801
C 0.5706 -0.7961 -2.6397
C 1.7712 -1.3298 -3.5195
N 2.7728 -1.8083 -3.8995
C -0.4511 -2.0548 -2.5648
N -1.5904 -1.8349 -1.6476
C 1.0345 -0.2783 -1.2225
C -0.0484 0.6079 -0.5001
N -0.9795 1.0834 0.0253
C 2.3890 0.5600 -1.2046
C 3.4648 -0.0387 -0.1858
C 4.0779 -1.4127 -0.6484
N 3.4030 -2.6833 -0.5909
O 5.2486 -1.4016 -1.0562
H 1.6407 2.1561 -3.2968
H 0.5851 2.6025 -4.7038
H -0.0658 2.8740 -3.0163
H -0.7330 0.4766 -6.2026
H -0.2259 -1.2108 -5.5412
H 0.9997 0.1083 -5.7429
H -0.8678 -2.1639 -3.6183
H 0.1826 -2.9548 -2.3059
H -1.2560 -2.0716 -0.7020
H -1.9210 -0.8659 -1.7110
H 1.1845 -1.1851 -0.5535
H 2.1574 1.5997 -0.8044
H 2.8713 0.7194 -2.2070
H 3.0662 -0.1067 0.8743
H 4.3069 0.7184 -0.1497
H 3.3294 -3.1347 -1.5092
H 2.5020 -2.6416 -0.1056
C 2.6628 -4.0852 2.7044
O 1.5880 -3.1755 2.5013
H 2.9556 -4.5048 1.7425
H 3.5138 -3.5573 3.1433
H 2.3412 -4.8909 3.3686
H 1.3470 -2.8168 3.3682
C 0.7202 3.5835 -7.6045
O 0.8348 2.3852 -6.8466
H 0.5662 4.4152 -6.9176
H 1.6355 3.7491 -8.1741
H -0.1339 3.5112 -8.2837
H 0.9710 1.6634 -7.4726
C 0.0504 -6.7220 2.4483
O -0.0378 -5.8280 1.3467
H -0.3303 -7.6972 2.1441
H 1.0947 -6.8231 2.7571
H -0.5496 -6.3429 3.2774
H 0.3053 -4.9738 1.6458
C -3.5216 3.4478 0.2541
O -4.6199 4.3273 0.0633
H -3.2241 3.0389 -0.7107
H -2.6817 3.9968 0.6875
H -3.8160 2.6299 0.9171
H -4.8591 4.6728 0.9332
C -3.8405 5.0946 4.1453
O -3.9597 5.9894 3.0513
H -4.1978 4.1125 3.8353
H -2.7929 5.0172 4.4504
H -4.4458 5.4504 4.9843
H -3.6374 6.8511 3.3505
C 0.5145 -0.1477 4.8885
O 0.8206 -1.5403 4.8913
H 1.4463 0.4151 4.8487
H -0.0914 0.0949 4.0120
H -0.0271 0.1140 5.7989
H -0.0187 -2.0165 4.9271
C 4.3564 -1.0325 4.6738
O 3.8054 -0.8156 3.3811
H 4.7726 -0.0944 5.0402
H 3.5721 -1.3716 5.3561
H 5.1493 -1.7821 4.6155
H 3.4450 -1.6596 3.0811
C 4.1520 5.3235 -9.5524
O 2.7699 5.0710 -9.7694
H 4.3789 5.1409 -8.5027
H 4.7540 4.6549 -10.1729
H 4.3825 6.3638 -9.7955
H 2.5918 5.2383 -10.7025
C -0.6283 -7.4548 6.7507
O -1.1768 -7.2367 5.4605
H -0.2106 -6.5168 7.1158
H -1.4112 -7.7916 7.4353
H 0.1645 -8.2053 6.6958
H -1.5395 -8.0801 5.1595
C -2.6661 -10.6336 4.0618
O -2.3681 -10.1345 5.3613
H -2.5246 -9.8311 3.3386
H -1.9946 -11.4604 3.8187
H -3.7034 -10.9739 4.0239
H -2.4997 -10.8595 5.9834
C 4.8445 -0.8568 -7.0118
O 3.7509 -0.0897 -6.5324
H 5.0116 -0.6096 -8.0601
H 5.7444 -0.6208 -6.4379
H 4.6176 -1.9225 -6.9241
H 3.6229 -0.3264 -5.6034
C -2.5337 7.2938 6.9890
O -2.6509 8.1905 5.8908
H -2.8926 6.3138 6.6788
H -1.4873 7.2152 7.2932
H -3.1383 7.6510 7.8261
H -2.3275 9.0496 6.1886
C -5.2520 10.0049 3.1326
O -4.1271 9.1377 3.1234
H -5.7097 9.9933 2.1444
H -5.9803 9.6610 3.8716
H -4.9341 11.0232 3.3710
H -3.7392 9.1650 4.0074
C -1.7536 -1.6399 -8.2748
O -2.2597 -1.5790 -6.9492
H -1.0147 -0.8489 -8.4029
H -1.2774 -2.6088 -8.4475
H -2.5664 -1.4931 -8.9913
H -2.9093 -2.2867 -6.8577
C 8.3508 -3.4249 5.0726
O 6.9883 -3.6250 4.7211
H 8.4717 -3.6368 6.1343
H 8.9867 -4.1006 4.4952
H 8.6369 -2.3885 4.8767
H 6.9063 -3.4321 3.7789
C -3.0785 -3.9757 1.0427
O -2.1853 -2.8717 0.9670
H -2.8936 -4.6323 0.1940
H -2.9081 -4.5281 1.9699
H -4.1113 -3.6200 1.0062
H -2.3671 -2.3051 1.7264
C -4.2612 -0.9605 -4.1372
O -3.1324 -1.8185 -4.1583
H -4.7310 -0.9757 -5.1207
H -4.9793 -1.3087 -3.3892
H -3.9470 0.0608 -3.9043
H -2.7329 -1.7875 -3.2754
C -2.6732 1.9102 7.4261
O -1.5781 1.0041 7.4489
H -3.1151 1.8981 6.4305
H -3.4248 1.6035 8.1578
H -2.3243 2.9208 7.6535
H -1.2031 1.0311 8.3374
C -1.1860 6.6515 -4.8363
O -0.8279 5.2767 -4.8740
H -0.2761 7.2498 -4.8676
H -1.8093 6.8972 -5.7001
H -1.7291 6.8689 -3.9133
H -1.6473 4.7678 -4.8451